Molecular formula: C32H38BrN4O6S2SbV
Method: DFT, ωB97M-V/def2-TZVPD

Summary:
ΔE to the lowest compared entry with this formula, charge and spin   3.655 eV
Spin multiplicity   2
Charge   0
HOMO-LUMO gap (alpha / beta)   5.599 / 6.185 eV
LUMO energy (alpha / beta)   -1.3093 / -0.7359 eV

Geometry as XYZ:
```
85
C32H38BrN4O6S2SbV (ωB97M-V/def2-TZVPD)
H -2.75 -2.70 0.91
H -1.10 -3.30 0.68
O -2.80 -0.55 2.88
H -1.82 0.75 -6.85
H 0.66 4.64 7.04
H -1.68 -4.36 -2.94
C -2.27 -3.18 -1.17
Br -0.46 1.87 -0.46
H 2.50 -2.59 -1.40
H -0.74 5.84 5.36
C 1.38 2.82 4.26
O -2.63 1.48 4.25
H 2.49 1.03 -1.60
N -0.26 0.86 3.04
H 1.92 -4.64 3.00
C -3.77 -3.17 -1.52
C 1.75 -3.63 1.12
H -2.09 -5.29 -1.51
H -0.55 -4.45 -1.59
C -1.37 -1.76 -5.97
H -1.62 1.62 -5.33
C 3.09 1.48 2.17
H 1.40 -1.21 -1.26
H -4.27 -2.31 -1.07
H -1.85 4.72 2.54
H 1.77 -2.52 4.31
C 0.65 4.32 6.01
Sb 1.87 0.62 3.72
H -1.12 6.28 2.94
H -0.41 1.45 -3.39
H 1.16 -0.92 -5.26
H 0.80 0.81 -5.21
H -0.36 5.22 1.74
C 3.57 1.98 -0.01
H 6.01 3.17 1.99
C -0.08 4.57 3.75
C -1.89 0.66 -5.76
H 2.01 2.70 6.31
S -0.94 0.93 4.62
N 0.64 3.52 3.36
C -1.33 -0.75 -0.98
C -2.13 -3.39 0.34
H -2.48 -4.40 0.58
C -0.90 5.25 2.68
C -0.76 0.53 -2.95
N 2.76 1.42 0.89
H 5.39 3.04 -0.42
O -1.41 -0.68 0.39
H 4.48 2.16 3.68
C 4.75 2.61 0.34
C -1.61 -4.38 -1.85
S -3.42 0.82 3.06
H -2.41 -2.03 -5.78
O -4.80 0.93 3.28
C -1.10 -0.58 -3.74
C 0.48 -0.14 -5.63
C -0.12 5.00 5.07
H 2.53 2.79 -1.71
O -2.85 1.51 1.83
C 1.55 -2.25 -0.99
O -1.09 -0.42 5.10
V -1.34 0.24 1.81
C -0.88 0.42 -1.59
H -1.25 -1.64 -7.05
C 5.10 2.68 1.68
C -0.97 -0.47 -5.26
C -1.68 -1.86 -1.71
H 3.97 1.86 -2.13
H -3.93 -3.13 -2.60
H -0.74 -2.60 -5.67
H 1.89 -4.52 0.52
C 1.39 3.23 5.59
H -4.24 -4.08 -1.14
H 0.59 -0.08 -6.71
C 1.69 -2.51 3.23
C -1.55 -1.72 -3.11
N 1.39 -1.28 1.22
H 0.76 -2.85 -1.46
C 1.79 -3.69 2.50
C 3.12 1.91 -1.45
C 1.55 -2.40 0.51
C 1.52 -1.30 2.56
C 4.25 2.11 2.62
H -2.93 0.45 -5.50
H -1.83 -2.57 -3.72
```

---

Molecular formula: C2H5NO
Method: DFT, ωB97M-V/def2-TZVPD

Summary:
ΔE to the lowest compared entry with this formula, charge and spin   4.926 eV
Spin multiplicity   1
Charge   0
HOMO-LUMO gap (alpha / beta)   8.185 / 8.183 eV
LUMO energy (alpha / beta)   0.0587 / 0.0576 eV

Geometry as XYZ:
```
9
C2H5NO (ωB97M-V/def2-TZVPD)
C -0.63 1.27 1.44
H -1.69 0.95 1.31
H -1.48 -1.60 -0.82
N 0.27 0.56 0.78
H 1.90 -1.32 0.56
O 1.82 -0.68 -0.25
H -0.68 -1.83 -0.92
H -0.22 2.17 2.00
C 0.97 0.26 -0.21
```

---

Ordered max |F| results: 0.05070 0.08255; unit Eh/bohr.